Model one:
Formula: C4H3NO3
Source: the OMol25 dataset
Level of theory: ωB97M-V with the def2-TZVPD basis set

Last column: Löwdin charge in e.
Atoms and positions in Å:
O (1.383, 0.455, 1.825)  0.071
C (0.379, 1.107, 1.882)  -0.313
O (-0.698, 0.861, 1.129)  0.069
C (-0.451, 0.099, -0.091)  -0.251
C (0.676, -0.679, -0.307)  -0.010
O (0.490, -1.218, -1.565)  0.027
C (-0.710, -0.728, -2.010)  -0.133
N (-1.319, 0.092, -1.139)  0.154
H (0.156, 1.792, 2.649)  0.132
H (1.371, -1.046, 0.397)  0.111
H (-1.061, -0.965, -3.028)  0.142

SMILES string = O=COc1cocn1
HOMO-LUMO gap = 10.3 eV

Model two:
Formula: C4H3NO3
Source: the OMol25 dataset
Level of theory: ωB97M-V with the def2-TZVPD basis set

Last column: Löwdin charge in e.
Atoms and positions in Å:
O (0.781, -0.559, 1.777)  0.068
C (1.882, -0.455, 1.236)  -0.190
O (1.828, 0.058, -0.097)  0.046
C (0.436, 0.101, -0.420)  -0.536
N (-0.276, -0.852, -0.850)  0.163
C (-1.553, -0.342, -0.922)  -0.085
C (-1.510, 0.918, -0.395)  -0.007
O (-0.162, 1.084, 0.076)  0.104
H (2.984, -0.919, 1.386)  0.196
H (-2.368, -0.936, -1.265)  0.103
H (-2.041, 1.901, -0.526)  0.137

SMILES string = O=COc1ncco1
HOMO-LUMO gap = 10.4 eV

Model three:
Formula: C4H3NO3
Source: the OMol25 dataset
Level of theory: ωB97M-V with the def2-TZVPD basis set

Last column: Löwdin charge in e.
Atoms and positions in Å:
O (-1.215, -1.954, 0.651)  0.159
C (-0.989, -0.943, 0.049)  -0.289
O (-2.203, -0.148, -0.294)  -0.030
N (-1.833, 1.127, -0.778)  0.057
C (-0.609, 1.218, -0.938)  -0.113
C (0.089, 0.075, -0.332)  -0.139
C (1.291, -0.138, 0.072)  -0.014
O (1.487, -1.088, 1.208)  0.010
H (-0.547, 2.276, -1.238)  0.139
H (2.161, 0.689, 0.155)  0.182
H (2.367, -1.115, 1.446)  0.037

SMILES string = O=C1ON=C/C1=C/O
HOMO-LUMO gap = 9.5 eV

It is model one that is most stable; the runner-up trails by 0.984 eV.

Model one:
Formula: H3N3O2
Source: the OMol25 dataset
Level of theory: ωB97M-V with the def2-TZVPD basis set

Last column: Löwdin charge in e.
Atoms and positions in Å:
O (2.488, -0.062, -0.279)  -0.069
N (1.349, 0.322, -0.062)  -0.126
N (0.413, -0.559, -0.004)  -0.058
N (-0.926, -0.192, 0.223)  -0.082
O (-1.161, 1.185, -0.055)  -0.056
H (0.597, -1.564, -0.131)  0.164
H (-1.142, -0.301, 1.221)  0.126
H (-1.618, 1.170, -0.913)  0.101

SMILES string = O=NNNO
HOMO-LUMO gap = 10.1 eV

Model two:
Formula: H3N3O2
Source: the OMol25 dataset
Level of theory: ωB97M-V with the def2-TZVPD basis set

Last column: Löwdin charge in e.
Atoms and positions in Å:
N (2.100, -0.477, -0.209)  0.022
N (-1.183, -0.803, 0.089)  0.007
N (-0.269, -0.074, -0.526)  -0.150
O (-0.175, 1.223, 0.064)  -0.081
O (2.500, 0.463, 0.330)  -0.061
H (-1.483, -1.713, -0.122)  0.075
H (-1.675, -0.406, 0.953)  0.136
H (0.186, 1.787, -0.580)  0.052

HOMO-LUMO gap (spin up / spin down) = 8.5 / 8.1 eV

It is model one that is most stable; the runner-up trails by 0.924 eV.

Model one:
Formula: C3H10NOS
Source: the OMol25 dataset
Level of theory: ωB97M-V with the def2-TZVPD basis set

Last column: Löwdin charge in e.
Atoms and positions in Å:
C (0.117, -2.089, 0.873)  -0.471
S (1.619, -1.342, 1.462)  0.686
C (2.130, -0.460, -0.032)  -0.438
H (0.280, -2.608, -0.081)  0.039
H (-0.626, -1.300, 0.773)  0.007
H (-0.257, -2.939, 1.437)  0.020
H (1.608, -0.801, -0.930)  0.036
H (1.786, 0.570, 0.057)  0.001
H (3.194, -0.456, -0.272)  0.019
N (-1.939, 2.362, -0.632)  -0.055
C (-0.879, 1.283, -0.452)  -0.666
O (-1.067, 0.233, -1.199)  -0.314
H (-2.473, 2.173, -1.466)  0.013
H (-2.527, 2.488, 0.171)  -0.001
H (0.077, 1.859, -0.397)  0.052
H (-1.044, 1.027, 0.687)  0.072

HOMO-LUMO gap = 5.9 eV
Total charge = -1

Model two:
Formula: C3H10NOS
Source: the OMol25 dataset
Level of theory: ωB97M-V with the def2-TZVPD basis set

Last column: Löwdin charge in e.
Atoms and positions in Å:
C (1.654, 0.298, 1.198)  -0.194
N (0.816, 1.488, 1.004)  -0.144
C (0.557, 1.697, -0.466)  -0.562
O (0.098, 0.634, -1.131)  -0.337
H (1.335, -0.509, 0.531)  0.047
H (1.589, -0.057, 2.233)  0.053
H (2.693, 0.563, 1.009)  0.052
H (-0.090, 1.260, 1.403)  0.059
H (1.527, 2.095, -0.840)  0.071
H (-0.158, 2.554, -0.468)  0.070
C (-1.647, -1.584, -1.249)  -0.508
S (-1.402, -2.584, 0.254)  0.563
H (-0.801, -1.734, -1.904)  0.013
H (-2.587, -1.828, -1.749)  0.009
H (-1.586, -0.543, -0.932)  -0.010
H (-1.998, -1.749, 1.107)  -0.185

HOMO-LUMO gap = 6.2 eV
Total charge = -1

It is model two that is most stable; the runner-up trails by 0.273 eV.

Model one:
Formula: C3H10NOS
Source: the OMol25 dataset
Level of theory: ωB97M-V with the def2-TZVPD basis set

Last column: Löwdin charge in e.
Atoms and positions in Å:
C (2.622, 0.240, -0.166)  -0.511
S (2.460, -0.613, 1.451)  0.551
C (0.437, -0.807, 1.412)  -0.309
H (1.583, 0.004, -0.591)  0.015
H (3.383, -0.283, -0.839)  0.013
H (2.941, 1.387, -0.030)  0.061
H (0.154, -0.285, 2.314)  -0.004
H (0.075, -0.372, 0.420)  -0.019
H (0.354, -1.926, 1.449)  0.009
N (-2.224, -0.522, -0.457)  -0.054
C (-1.578, 0.718, -1.004)  -0.580
O (-0.622, 1.175, -0.148)  -0.381
H (-2.786, -0.323, 0.377)  0.046
H (-3.021, -0.680, -1.080)  0.024
H (-1.259, 0.759, -2.072)  0.067
H (-2.518, 1.529, -1.036)  0.073

HOMO-LUMO gap = 6.4 eV
Total charge = -1

Model two:
Formula: C3H10NOS
Source: the OMol25 dataset
Level of theory: ωB97M-V with the def2-TZVPD basis set

Last column: Löwdin charge in e.
Atoms and positions in Å:
C (-2.316, 0.372, 1.422)  -0.383
S (-1.178, 1.701, 2.114)  0.641
C (0.370, 0.736, 2.044)  -0.456
H (-2.007, -0.637, 1.655)  0.032
H (-3.284, 0.659, 1.825)  0.001
H (-2.250, 0.598, 0.364)  0.015
H (0.561, 0.453, 0.995)  -0.005
H (0.309, -0.186, 2.623)  0.025
H (1.236, 1.255, 2.459)  0.017
N (1.405, -1.282, -2.820)  -0.055
C (0.970, -0.238, -1.863)  -0.615
O (0.725, -0.791, -0.659)  -0.362
H (1.374, -2.243, -2.538)  0.016
H (2.163, -1.107, -3.454)  0.004
H (0.102, 0.219, -2.373)  0.056
H (1.821, 0.491, -1.793)  0.069

HOMO-LUMO gap = 5.9 eV
Total charge = -1

It is model two that is most stable; the runner-up trails by 1.095 eV.

Model one:
Formula: C3H10NOS
Source: the OMol25 dataset
Level of theory: ωB97M-V with the def2-TZVPD basis set

Last column: Löwdin charge in e.
Atoms and positions in Å:
C (-1.130, 2.297, -0.101)  -0.448
S (-2.441, 1.416, 0.777)  0.661
C (-1.428, -0.058, 1.119)  -0.456
H (-0.458, 1.611, -0.629)  0.012
H (-0.525, 2.851, 0.613)  0.024
H (-1.593, 3.002, -0.789)  0.013
H (-1.859, -0.731, 1.865)  0.025
H (-1.249, -0.601, 0.199)  0.020
H (-0.500, 0.332, 1.508)  0.022
N (1.853, -2.150, -1.214)  -0.051
C (1.556, -1.152, -0.158)  -0.662
O (1.204, 0.049, -0.598)  -0.334
H (0.967, -2.433, -1.618)  0.019
H (2.323, -1.601, -1.927)  0.026
H (0.801, -1.689, 0.482)  0.065
H (2.479, -1.144, 0.469)  0.065

HOMO-LUMO gap = 6.2 eV
Total charge = -1

Model two:
Formula: C3H10NOS
Source: the OMol25 dataset
Level of theory: ωB97M-V with the def2-TZVPD basis set

Last column: Löwdin charge in e.
Atoms and positions in Å:
C (-2.015, 2.230, -0.725)  -0.164
N (-1.192, 1.236, -1.413)  -0.147
C (-0.557, 0.306, -0.492)  -0.396
C (0.775, -0.237, -0.977)  -0.796
S (1.573, -1.457, 0.093)  0.187
H (-2.961, 1.757, -0.458)  0.070
H (-1.458, 2.686, 0.105)  0.069
H (-2.261, 3.078, -1.370)  0.060
H (-0.512, 1.697, -2.002)  0.084
H (-1.220, -0.551, -0.276)  0.097
H (-0.552, 0.695, 0.544)  0.080
H (0.569, -0.688, -1.956)  0.036
H (1.357, 0.685, -1.139)  0.040
H (-0.175, -1.288, 2.034)  -0.049
H (0.511, -0.125, 2.557)  -0.011
O (0.047, -0.899, 2.903)  -0.161

HOMO-LUMO gap = 6.3 eV
Total charge = -1

Model three:
Formula: C3H10NOS
Source: the OMol25 dataset
Level of theory: ωB97M-V with the def2-TZVPD basis set

Last column: Löwdin charge in e.
Atoms and positions in Å:
C (0.739, -0.652, -0.028)  -0.268
C (1.187, -0.160, 1.286)  -0.839
S (0.376, -0.893, 2.669)  0.232
C (0.009, 0.530, -1.045)  -0.312
N (-0.357, 0.064, -2.296)  -0.055
H (0.148, -1.454, -0.053)  0.010
H (1.562, -0.977, -0.821)  0.113
H (0.875, 0.971, 1.286)  0.065
H (2.203, -0.095, 1.520)  -0.003
H (0.763, 1.315, -1.297)  0.091
H (-0.892, 1.162, -0.603)  0.117
H (-1.196, -0.373, -2.351)  0.016
H (0.427, -0.465, -2.762)  0.094
H (-1.831, 1.031, 1.137)  0.021
H (-1.654, -0.312, 1.763)  -0.124
O (-2.361, 0.308, 1.593)  -0.159

HOMO-LUMO gap = 6.4 eV
Total charge = -1

It is model two that is most stable; the runner-up trails by 0.739 eV.

Model one:
Formula: C3H8N2O
Source: the OMol25 dataset
Level of theory: ωB97M-V with the def2-TZVPD basis set

Last column: Löwdin charge in e.
Atoms and positions in Å:
C (2.455, -0.709, 0.020)  -0.048
N (1.174, -0.499, 0.047)  -0.091
N (0.661, 0.681, -0.216)  -0.103
C (-0.695, 0.862, 0.343)  -0.184
C (-1.752, 0.008, -0.356)  -0.259
O (-1.890, -1.321, 0.178)  -0.106
H (2.791, -1.771, -0.020)  0.065
H (3.202, 0.035, -0.179)  0.046
H (1.267, 1.518, -0.040)  0.144
H (-0.958, 1.942, 0.310)  0.118
H (-0.786, 0.643, 1.428)  0.120
H (-1.665, -0.044, -1.393)  0.086
H (-2.804, 0.397, -0.191)  0.132
H (-0.999, -1.740, 0.068)  0.081

SMILES string = C=NNCCO
HOMO-LUMO gap = 9.9 eV

Model two:
Formula: C3H8N2O
Source: the OMol25 dataset
Level of theory: ωB97M-V with the def2-TZVPD basis set

Last column: Löwdin charge in e.
Atoms and positions in Å:
C (-1.518, -1.393, 1.427)  -0.006
C (-1.133, -0.415, 0.587)  -0.335
N (-1.042, -0.602, -0.791)  0.029
H (-1.749, -2.351, 0.965)  0.050
H (-1.677, -1.253, 2.488)  0.040
H (-1.048, 0.583, 1.007)  0.087
H (-1.579, -1.362, -1.177)  0.078
H (-0.090, -0.600, -1.143)  0.040
N (1.297, 1.415, 0.044)  0.120
C (1.833, 1.163, -1.177)  -0.404
O (1.888, 0.053, -1.663)  0.002
H (1.648, 2.146, 0.643)  0.102
H (0.995, 0.573, 0.518)  0.071
H (2.175, 2.044, -1.728)  0.125

SMILES string = C=CN.NC=O
HOMO-LUMO gap = 9.6 eV

Model three:
Formula: C3H8N2O
Source: the OMol25 dataset
Level of theory: ωB97M-V with the def2-TZVPD basis set

Last column: Löwdin charge in e.
Atoms and positions in Å:
C (-1.634, -1.114, 0.135)  -0.147
N (-0.181, -1.079, 0.140)  0.029
C (0.436, 0.010, -0.168)  -0.429
C (1.945, -0.100, -0.272)  -0.027
N (-0.114, 1.260, -0.413)  -0.040
O (-0.650, 1.828, 0.758)  -0.041
H (-2.085, -0.396, -0.559)  0.076
H (-2.024, -0.940, 1.143)  0.073
H (-1.964, -2.109, -0.179)  0.072
H (2.393, 0.835, -0.618)  0.067
H (2.203, -0.898, -0.974)  0.078
H (2.355, -0.347, 0.712)  0.083
H (0.546, 1.921, -0.823)  0.127
H (-1.228, 1.129, 1.118)  0.080

SMILES string = C/N=C(/C)NO
HOMO-LUMO gap = 9.9 eV

It is model two that is most stable; the runner-up trails by 1.366 eV.

Model one:
Formula: C3H8N2O
Source: the OMol25 dataset
Level of theory: ωB97M-V with the def2-TZVPD basis set

Last column: Löwdin charge in e.
Atoms and positions in Å:
C (0.814, -1.072, 0.398)  -0.090
N (0.723, -0.443, -0.858)  -0.180
C (-0.825, -0.159, 0.148)  -0.453
N (1.425, 0.792, -0.836)  -0.038
C (-1.027, 1.080, 0.693)  -0.031
O (-1.704, -0.948, -0.487)  0.060
H (-1.300, -1.159, -1.347)  0.124
H (0.780, 1.495, -0.402)  0.043
H (1.518, 1.062, -1.809)  0.065
H (1.564, -0.692, 1.100)  0.124
H (0.687, -2.156, 0.378)  0.119
H (-0.246, -0.837, 1.110)  0.152
H (-0.528, 1.411, 1.588)  0.051
H (-1.881, 1.627, 0.323)  0.054

HOMO-LUMO gap = 8.1 eV

Model two:
Formula: C3H8N2O
Source: the OMol25 dataset
Level of theory: ωB97M-V with the def2-TZVPD basis set

Last column: Löwdin charge in e.
Atoms and positions in Å:
C (-0.328, 1.298, 0.940)  -0.150
N (-0.008, 0.469, -0.289)  -0.200
C (1.434, 0.566, -0.650)  -0.036
C (-0.446, -0.985, -0.490)  -0.514
O (-0.087, -1.595, -1.469)  0.081
N (-1.264, -1.392, 0.482)  0.196
H (-1.399, 1.147, 1.137)  -0.016
H (0.270, 0.889, 1.764)  -0.008
H (-0.503, 0.966, -1.030)  0.157
H (1.608, 0.043, -1.590)  0.087
H (1.672, 1.626, -0.708)  0.091
H (2.022, 0.104, 0.147)  0.102
H (-1.595, -2.344, 0.468)  0.126
H (-1.378, -0.790, 1.289)  0.084

HOMO-LUMO gap = 7.6 eV

Model three:
Formula: C3H8N2O
Source: the OMol25 dataset
Level of theory: ωB97M-V with the def2-TZVPD basis set

Last column: Löwdin charge in e.
Atoms and positions in Å:
N (-2.024, 1.011, -0.398)  -0.004
C (-0.936, 0.820, 0.458)  -0.223
C (0.254, 0.379, -0.016)  -0.372
N (0.709, 0.563, -1.313)  0.114
C (0.937, -0.657, 0.807)  -0.244
O (1.970, -1.305, 0.107)  -0.068
H (-2.013, 0.262, -1.164)  0.108
H (-2.906, 1.055, 0.098)  0.066
H (-1.150, 0.766, 1.518)  0.104
H (1.341, -0.156, -1.636)  0.079
H (-0.004, 0.792, -1.989)  0.076
H (1.314, -0.209, 1.730)  0.118
H (0.072, -1.430, 1.087)  0.153
H (2.434, -1.890, 0.713)  0.092

SMILES string = N/C=C(\N)CO
HOMO-LUMO gap = 7.5 eV

It is model three that is most stable; the runner-up trails by 0.729 eV.